Entry 1:
{"formula": "C59H58BaClN6P", "method": "wB97M-V/def2-TZVPD", "lumo_energy_ev": 3.81, "charge": -2, "orbital_gap_ev": 4.6, "e_tot_ha": -3438.69098, "e_above_lowest_ev": 0.0000, "elements": ["Ba", "C", "C", "C", "N", "C", "C", "C", "C", "C", "C", "C", "N", "C", "C", "C", "N", "C", "C", "C", "C", "C", "C", "C", "N", "C", "C", "H", "H", "H", "H", "H", "H", "H", "H", "H", "H", "H", "H", "H", "H", "H", "H", "H", "H", "H", "H", "H", "H", "H", "H", "H", "H", "C", "N", "C", "C", "C", "C", "C", "N", "C", "C", "C", "C", "C", "C", "H", "H", "H", "H", "H", "H", "H", "H", "H", "H", "H", "C", "C", "C", "C", "C", "C", "P", "C", "C", "C", "C", "C", "C", "C", "C", "C", "C", "C", "C", "H", "H", "H", "H", "H", "H", "H", "H", "H", "H", "H", "H", "H", "H", "H", "Cl", "C", "C", "C", "C", "C", "C", "C", "H", "H", "H", "H", "H", "H"], "xyz": [[-0.94520, 0.05424, 0.88092], [0.02315, -3.41392, 4.07516], [-0.05284, -3.62707, 2.55383], [0.89175, -2.72226, 1.73785], [0.27726, -2.34408, 0.48527], [0.17032, -3.16252, -0.52471], [0.96237, -4.33878, -0.65743], [0.98014, -5.34859, -1.60272], [0.11376, -5.62094, -2.64839], [-1.03334, -4.87650, -2.93955], [-1.47412, -3.67618, -2.44507], [-0.87395, -2.72806, -1.53864], [-1.27557, -1.50317, -1.42272], [-2.36203, -0.99580, -2.24187], [-3.75216, -1.21062, -1.60839], [-4.17096, -0.21315, -0.50981], [-3.60353, -0.47809, 0.80020], [-4.22623, -1.22230, 1.65933], [-5.43197, -1.94719, 1.35274], [-6.40791, -2.48061, 2.16128], [-6.52850, -2.49762, 3.54982], [-5.54803, -2.05822, 4.43127], [-4.26438, -1.60674, 4.20457], [-3.53049, -1.37164, 2.99742], [-2.24351, -1.18781, 2.95997], [-1.45174, -1.27363, 4.17516], [-1.19803, -2.70935, 4.67728], [0.92229, -2.83423, 4.32018], [0.14134, -4.37646, 4.58296], [-1.06755, -3.40918, 2.21500], [0.14362, -4.67008, 2.29507], [1.88495, -3.19178, 1.65102], [1.05688, -1.79689, 2.30806], [1.72554, -4.43331, 0.10766], [1.78723, -6.06675, -1.46986], [0.29120, -6.51846, -3.22958], [-1.68880, -5.31478, -3.68986], [-2.42718, -3.35662, -2.84500], [-2.36745, -1.43714, -3.24563], [-2.21345, 0.08138, -2.37420], [-3.81929, -2.23375, -1.22459], [-4.48738, -1.12161, -2.41649], [-5.26711, -0.18002, -0.47522], [-3.83234, 0.78378, -0.81472], [-5.61726, -2.05789, 0.29190], [-7.23295, -2.93878, 1.61916], [-7.44165, -2.90080, 3.97169], [-5.81292, -2.12326, 5.48494], [-3.69792, -1.41297, 5.10679], [-1.89245, -0.67700, 4.98334], [-0.48434, -0.79887, 3.96837], [-2.09398, -3.30696, 4.48498], [-1.07220, -2.68012, 5.76572], [2.67986, 0.73248, 3.00927], [1.27848, 1.06281, 2.84456], [0.81086, 1.90388, 3.70267], [-0.46994, 2.51624, 3.65121], [-1.01356, 3.41462, 4.58759], [-2.26817, 3.76425, 4.09180], [-2.40809, 3.06096, 2.88013], [-1.33443, 2.31340, 2.60912], [3.59655, 1.74665, 2.34535], [3.10407, 2.67564, 1.43316], [3.95332, 3.59536, 0.83253], [5.30606, 3.60633, 1.13993], [5.80617, 2.68560, 2.05181], [4.95637, 1.76406, 2.64451], [2.87321, -0.24481, 2.55486], [2.96268, 0.65196, 4.07048], [1.44076, 2.21473, 4.55142], [-0.53880, 3.75647, 5.49704], [-2.98800, 4.43713, 4.53434], [-3.25322, 3.07333, 2.20349], [2.04534, 2.67813, 1.20384], [3.55023, 4.30245, 0.11709], [5.96677, 4.32733, 0.67324], [6.86133, 2.68489, 2.30088], [5.35123, 1.04488, 3.35548], [0.83576, -2.40507, -4.99880], [0.25517, -1.14382, -4.93470], [0.60888, -0.26849, -3.92353], [1.56327, -0.62481, -2.96909], [2.15283, -1.88087, -3.05372], [1.78352, -2.76916, -4.05863], [1.84147, 0.59008, -1.61660], [3.42855, 0.01096, -0.89990], [4.64787, 0.67389, -1.00690], [5.77744, 0.18246, -0.36602], [5.70657, -0.97916, 0.38779], [4.49214, -1.63957, 0.51656], [3.36135, -1.14015, -0.11035], [2.31843, 2.04980, -2.61580], [3.15583, 1.95988, -3.73046], [3.45137, 3.08695, -4.47742], [2.89883, 4.31670, -4.12867], [2.05236, 4.41144, -3.03719], [1.76314, 3.28070, -2.27897], [0.53020, -3.10895, -5.76302], [-0.49817, -0.85156, -5.65632], [0.13207, 0.70371, -3.86538], [2.89068, -2.19021, -2.32657], [2.22312, -3.75843, -4.08483], [4.71638, 1.59149, -1.57584], [6.71281, 0.72354, -0.44273], [6.58868, -1.35559, 0.89228], [4.41850, -2.53766, 1.11884], [2.40533, -1.64090, 0.00974], [3.56195, 0.99588, -4.01739], [4.09948, 3.00773, -5.34243], [3.11395, 5.19471, -4.72628], [1.58559, 5.35482, -2.78332], [1.06119, 3.34572, -1.45111], [-3.58728, 6.22798, -5.26664], [-2.97753, 5.15645, -4.00595], [-2.35934, 3.95908, -4.34128], [-1.88000, 3.12226, -3.35611], [-1.98087, 3.42807, -1.95720], [-1.46536, 2.60412, -0.96658], [-2.63967, 4.67340, -1.67429], [-3.11613, 5.50225, -2.66315], [-2.25151, 3.68409, -5.38457], [-1.40029, 2.19421, -3.64943], [-0.89875, 1.73408, -1.28102], [-1.47034, 2.89136, 0.07900], [-2.75620, 4.96656, -0.63642], [-3.60339, 6.43447, -2.39987]], "lowdin_charge": [1.704, -0.208, -0.171, -0.286, -0.148, -0.264, -0.054, -0.141, -0.166, -0.132, -0.040, -0.246, -0.059, -0.255, -0.165, -0.252, -0.101, -0.249, -0.050, -0.139, -0.169, -0.138, -0.053, -0.254, -0.100, -0.252, -0.193, 0.104, 0.095, 0.105, 0.104, 0.096, 0.069, 0.083, 0.090, 0.072, 0.092, 0.082, 0.094, 0.088, 0.105, 0.108, 0.101, 0.096, 0.078, 0.088, 0.068, 0.088, 0.080, 0.104, 0.081, 0.108, 0.102, -0.209, -0.058, -0.157, -0.382, -0.099, -0.135, -0.213, -0.068, -0.198, -0.032, -0.083, -0.112, -0.115, -0.064, 0.092, 0.113, 0.125, 0.079, 0.066, 0.093, 0.108, 0.098, 0.092, 0.092, 0.109, -0.099, -0.086, -0.109, -0.362, -0.080, -0.090, 1.110, -0.354, -0.084, -0.099, -0.103, -0.087, -0.123, -0.377, -0.104, -0.095, -0.098, -0.075, -0.094, 0.096, 0.101, 0.089, 0.092, 0.097, 0.096, 0.099, 0.094, 0.099, 0.071, 0.111, 0.093, 0.094, 0.106, 0.086, 0.517, -0.724, -0.163, -0.083, -0.364, -0.165, -0.077, -0.165, 0.088, 0.071, -0.066, -0.007, 0.096, 0.086]}


Entry 2:
{"formula": "C14H16", "method": "wB97M-V/def2-TZVPD", "lumo_energy_ev": 0.94, "orbital_gap_ev": 9.9, "smiles": "Cc1ccccc1.Cc1ccccc1", "e_tot_ha": -543.06025, "e_above_lowest_ev": 0.3433, "elements": ["C", "C", "C", "C", "C", "C", "C", "H", "H", "H", "H", "H", "H", "H", "H", "C", "C", "C", "C", "C", "C", "C", "H", "H", "H", "H", "H", "H", "H", "H"], "xyz": [[2.10852, 4.60017, -0.45683], [2.21036, 3.11301, -0.21032], [3.46063, 2.49264, -0.25208], [3.59277, 1.16090, 0.09062], [2.45739, 0.46327, 0.49132], [1.20843, 1.06253, 0.55526], [1.09203, 2.39774, 0.18899], [1.70381, 4.86499, -1.43102], [3.09038, 5.05840, -0.35620], [1.52774, 5.07817, 0.32496], [4.26720, 3.10760, -0.62000], [4.52198, 0.60987, 0.04025], [2.58603, -0.50794, 0.95826], [0.37173, 0.44647, 0.85275], [0.11707, 2.86590, 0.19524], [-3.62942, -2.01174, 1.95183], [-2.74987, -2.26764, 0.75307], [-1.47709, -1.68790, 0.66545], [-0.82009, -1.66836, -0.54791], [-1.32762, -2.30002, -1.67435], [-2.55782, -2.92554, -1.56198], [-3.24556, -2.94734, -0.35415], [-3.01903, -1.90934, 2.85384], [-4.36410, -2.79933, 2.12144], [-4.14518, -1.06474, 1.78471], [-1.13070, -1.20435, 1.57373], [0.16198, -1.20737, -0.59656], [-0.78249, -2.33406, -2.60330], [-3.01025, -3.44710, -2.39503], [-4.19239, -3.46096, -0.26989]], "lowdin_charge": [-0.056, -0.279, -0.056, -0.084, -0.107, -0.089, -0.048, 0.079, 0.070, 0.075, 0.105, 0.101, 0.102, 0.072, 0.112, -0.055, -0.282, -0.058, -0.094, -0.088, -0.092, -0.059, 0.075, 0.075, 0.085, 0.103, 0.084, 0.100, 0.100, 0.106]}


Entry 3:
{"formula": "CHN3O2S", "method": "wB97M-V/def2-TZVPD", "lumo_energy_ev": [0.45, -4.42], "spin_multiplicity": 3, "orbital_gap_ev": [11.8, 7.7], "s_squared": 2.03, "e_tot_ha": -751.43570, "e_above_lowest_ev": 0.4411, "elements": ["C", "N", "N", "N", "O", "O", "S", "H"], "xyz": [[-1.32250, 0.05101, -0.01763], [-0.44236, 0.97848, -0.05225], [-1.01966, -1.24307, -0.01265], [0.61780, -1.35179, -0.04639], [1.83557, 0.56250, -1.16609], [1.63137, 0.49065, 1.29374], [1.08517, 0.23720, -0.00145], [-2.38538, 0.27502, 0.00271]], "lowdin_charge": [-0.328, 0.035, 0.128, 0.026, -0.244, -0.243, 0.501, 0.124]}


Entry 4:
{"formula": "C4H39NO16", "method": "wB97M-V/def2-TZVPD", "lumo_energy_ev": 0.13, "orbital_gap_ev": 10.0, "e_tot_ha": -1434.28185, "e_above_lowest_ev": 5.9209, "elements": ["C", "C", "N", "C", "C", "O", "H", "H", "H", "H", "H", "H", "H", "H", "H", "H", "H", "O", "H", "H", "O", "H", "H", "O", "H", "H", "O", "H", "H", "O", "H", "H", "O", "H", "H", "O", "H", "H", "O", "H", "H", "O", "H", "H", "O", "H", "H", "O", "H", "H", "O", "H", "H", "O", "H", "H", "O", "H", "H", "O"], "xyz": [[0.59470, 1.32296, 0.17895], [-0.15390, 1.26422, -1.15794], [-0.35752, -0.15022, -1.57158], [-1.16723, -0.10661, -2.82856], [-1.42728, -1.61051, -3.19695], [-0.67977, -2.42110, -3.66250], [0.95913, 0.47428, 0.69558], [0.00266, 1.95701, 0.90927], [1.52607, 1.90880, 0.03318], [0.41356, 1.73724, -1.98816], [-1.19702, 1.73599, -0.96925], [-0.83980, -0.65375, -0.80808], [-2.23953, 0.31348, -2.71566], [-0.56235, 0.50578, -3.48834], [-2.50592, -1.88802, -3.06530], [4.00192, -0.08766, 0.18390], [-1.48341, -1.23431, 2.91382], [-2.33709, -0.96167, 3.35241], [-0.41025, 3.25212, 1.06089], [-0.57408, 4.75188, 1.39818], [-0.13302, 4.13776, 0.80664], [1.37375, -1.83391, -3.18103], [0.91123, -1.73827, -1.82551], [1.74374, -1.63529, -2.31478], [2.56655, -1.67888, 2.40785], [-2.78409, -1.09831, 2.48877], [2.27418, -2.36983, 1.82539], [-3.22643, 1.80065, -0.61855], [-3.20987, 0.94613, -2.00665], [-3.64119, 1.15937, -1.18035], [-0.28131, -4.53206, 1.14307], [-0.12212, -4.03528, -0.25551], [-0.70894, -3.93178, 0.51717], [-3.61875, -2.55749, -0.97172], [-3.20942, -0.94473, -1.00598], [-2.93681, -1.88912, -0.91932], [-1.99623, 0.99833, 2.34639], [-3.35087, 1.36581, 1.67975], [-2.40458, 1.27062, 1.51911], [2.94105, 1.64267, -0.99787], [4.05166, 1.94612, -1.87095], [3.90186, 1.61550, -0.98079], [2.41310, -3.18550, -0.36635], [1.50207, -3.46542, -1.49625], [1.79065, -3.86816, -0.64522], [2.01481, 3.69178, -0.99117], [0.89696, 3.63437, -2.01331], [1.84245, 3.44448, -1.92544], [0.31675, 2.42580, 3.58611], [0.85999, 3.53952, 2.54147], [0.20438, 3.31451, 3.22718], [2.94799, -0.61079, -0.70709], [2.60670, -2.19428, 0.91110], [3.40792, -0.83184, 0.10627], [-0.78633, -1.58280, 0.87711], [-0.12607, -2.35425, 1.85168], [-0.33743, -1.40030, 1.71899], [0.89680, 0.18256, 3.33504], [-0.25549, -0.04343, 4.39163], [0.10146, 0.55585, 3.71926]], "lowdin_charge": [-0.067, -0.223, -0.070, -0.135, -0.232, 0.063, 0.051, 0.043, 0.055, 0.098, 0.116, 0.091, 0.093, 0.124, 0.111, 0.037, -0.015, -0.116, -0.028, 0.054, -0.073, 0.039, 0.011, -0.067, 0.023, 0.039, -0.076, 0.016, -0.016, -0.044, 0.059, 0.023, -0.065, 0.061, 0.034, -0.063, 0.017, 0.057, -0.049, -0.011, 0.059, -0.044, 0.016, 0.038, -0.057, 0.056, 0.046, -0.074, -0.006, 0.035, -0.079, 0.017, -0.004, -0.048, 0.032, 0.059, -0.086, 0.046, 0.071, -0.043]}


Entry 5:
{"formula": "C3H6O2S2", "method": "wB97M-V/def2-TZVPD", "lumo_energy_ev": -1.65, "orbital_gap_ev": 7.7, "smiles": "O=C(O)CCSS", "e_tot_ha": -1064.71549, "e_above_lowest_ev": 1.9088, "elements": ["O", "C", "O", "C", "C", "S", "S", "H", "H", "H", "H", "H", "H"], "xyz": [[-1.23796, -1.90250, -0.36248], [-1.00087, -1.04701, -1.16339], [-0.94904, -1.37122, -2.50825], [-0.45052, 0.32998, -0.79228], [0.27624, 0.27870, 0.55500], [0.70853, 2.00134, 0.83660], [1.03303, 1.27651, 3.26045], [-0.54476, -2.25096, -2.48062], [0.23311, 0.48129, -1.62707], [-1.31484, 0.99706, -0.66697], [1.27131, -0.18304, 0.54082], [-0.34908, -0.16248, 1.33212], [2.32487, 1.55234, 3.07607]], "lowdin_charge": [0.118, -0.497, 0.069, -0.201, -0.666, 0.579, 0.372, 0.119, 0.119, 0.122, 0.069, 0.055, -0.261]}


Entry 6:
{"formula": "C3H7BrClNO", "method": "wB97M-V/def2-TZVPD", "lumo_energy_ev": -1.00, "orbital_gap_ev": 8.4, "smiles": "C/C=C/O.ClNBr", "e_tot_ha": -3282.57585, "e_above_lowest_ev": 0.7345, "elements": ["C", "C", "C", "O", "H", "H", "H", "H", "H", "H", "Cl", "N", "Br", "H"], "xyz": [[-0.94954, 0.97200, -0.04756], [-0.57443, -0.44498, -0.37431], [0.22695, -1.21043, 0.25688], [0.39011, -2.54742, -0.09056], [-1.79691, 1.31751, -0.60390], [-0.16357, 1.71514, -0.05926], [-1.23772, 1.07599, 0.95697], [-1.13000, -0.79227, -1.17364], [0.84603, -0.93681, 1.15263], [1.38631, -2.74040, -0.08831], [3.44428, 2.28193, -0.02218], [3.22463, 0.52645, 0.40742], [4.70181, -0.63958, -0.07123], [2.30720, 0.16791, 0.01873]], "lowdin_charge": [-0.083, -0.143, -0.256, -0.044, 0.067, 0.065, 0.056, 0.092, 0.136, 0.127, 0.394, -0.872, 0.495, -0.033]}